1.
Density functional theory data (ωB97M-V with the def2-TZVPD basis set) for one molecule with the formula C4H9NO2 in a non-equilibrium geometry.

```
! RIJCOSX wB97M-V def2-TZVPD def2/J DEFGRID3
* xyz 0 1
O -0.65977 -1.44245 -0.01086
O -0.04945 0.62979 1.32299
N 1.89691 0.68618 -0.56185
C -1.21133 0.81455 0.54552
C -1.75433 -0.57287 0.19049
C 1.75974 -0.31496 -1.61481
C 1.34264 1.06609 0.45555
H -0.06147 -1.15662 0.70787
H -1.98480 1.41401 1.06026
H 2.67274 -0.92426 -1.63645
H -2.34790 -0.53567 -0.72655
H 1.30737 1.77484 1.25068
H 0.88634 -0.94114 -1.43426
H -0.94142 1.35670 -0.37319
H -2.39581 -0.95138 1.00136
H 1.67980 0.19105 -2.58755
*
```

Values from the calculation:
calculated total energy	-362.936257	Eh
SMILES string	C/N=C\OCCO
M	103.12	g/mol
energy relative to the best compared isomer or geometry (same formula, charge and spin)	4.0620	eV
LUMO level	0.92	eV


2.
Density functional theory data (ωB97M-V with the def2-TZVPD basis set) for one molecule with the formula C4H9NO2 in a non-equilibrium geometry.

```
! RIJCOSX wB97M-V def2-TZVPD def2/J DEFGRID3
* xyz 0 1
O -1.69830 -1.27712 0.63697
O -0.30140 0.98939 2.13759
N 0.61854 0.40518 -1.56199
C 1.75070 -0.47598 -1.64232
C -1.18892 -0.78588 -0.32034
C 0.50591 0.64812 1.01687
C -0.18759 0.39733 -0.31159
H -0.83391 1.29808 -0.31061
H 1.21054 1.46999 0.91597
H 0.11473 0.64152 2.92712
H 1.05260 -0.29562 1.27644
H 1.51257 -1.58970 -1.71303
H 2.28807 -0.13454 -2.52013
H 0.05489 0.64620 -2.35409
H 2.43528 -0.37963 -0.76944
H -1.16053 -1.15316 -1.38268
*
```

Values from the calculation:
calculated total energy	-362.980906	Eh
SMILES string	CN[C@@H](C=O)CO
M	103.12	g/mol
energy relative to the best compared isomer or geometry (same formula, charge and spin)	2.8471	eV
LUMO level	0.86	eV


3.
Density functional theory data (ωB97M-V with the def2-TZVPD basis set) for one molecule with the formula C4H9NO2 in a non-equilibrium geometry.

```
! RIJCOSX wB97M-V def2-TZVPD def2/J DEFGRID3
* xyz 0 1
O 2.22673 -0.69590 -0.25063
O 0.18748 -2.19319 0.78589
N 0.99340 0.36919 0.74178
C -0.43957 0.20621 0.67741
C -1.20607 1.17524 -0.25366
C 1.69100 0.52918 -0.47484
C -0.65516 -1.26207 0.19986
H -2.28321 0.98553 -0.14771
H 1.09134 -1.96655 0.49087
H -1.03778 2.23079 -0.01108
H -0.81776 0.33995 1.70501
H 2.29487 1.40875 -0.28912
H -0.95806 1.02556 -1.30902
H -1.68291 -1.52999 0.44394
H -0.53750 -1.21884 -0.89486
H 1.13320 0.59611 -1.41385
*
```

Values from the calculation:
calculated total energy	-362.888875	Eh
M	103.12	g/mol
energy relative to the best compared isomer or geometry (same formula, charge and spin)	5.3514	eV
LUMO level (spin up / spin down)	-1.30 / -1.15	eV


4.
Density functional theory data (ωB97M-V with the def2-TZVPD basis set) for one molecule with the formula C4H9NO2.

```
! RIJCOSX wB97M-V def2-TZVPD def2/J DEFGRID3
* xyz 0 1
O 2.40175 -1.74556 -0.03815
O -0.30690 1.48389 0.16303
N 2.24510 0.46379 0.49081
C 1.72170 -0.76608 0.20950
C 0.20308 -0.83683 0.31371
C -2.07017 -0.05091 -0.43844
C -0.57345 0.22308 -0.45876
H 1.60409 1.22745 0.65296
H -0.20966 0.23929 -1.49754
H -0.68252 2.17774 -0.39256
H -2.60999 0.70560 -1.01992
H -2.43625 -0.01657 0.59337
H -2.30071 -1.03308 -0.86306
H 3.15822 0.49292 0.91057
H -0.04618 -0.72727 1.37864
H -0.09812 -1.83747 -0.00417
*
```

Values from the calculation:
calculated total energy	-363.069209	Eh
SMILES string	C[C@@H](O)CC(N)=O
M	103.12	g/mol
energy relative to the best compared isomer or geometry (same formula, charge and spin)	0.4443	eV
LUMO level	0.68	eV


5.
Density functional theory data (ωB97M-V with the def2-TZVPD basis set) for a 2-piece molecular cluster, C4H9NO2 overall.

```
! RIJCOSX wB97M-V def2-TZVPD def2/J DEFGRID3
* xyz 0 1
O 0.53204 1.37534 1.30545
O -1.70383 -0.40400 -0.69954
N 1.16762 0.07937 -0.46568
C 1.39266 0.89987 0.58050
C -2.20723 -0.82666 0.56516
C -2.29618 0.57391 0.16736
C 2.21551 -0.50226 -1.27249
H 2.46816 1.11660 0.73262
H -3.24245 0.97224 -0.19177
H 3.18059 -0.09188 -0.95997
H 2.25664 -1.59154 -1.15658
H -1.44889 -1.11772 1.28977
H -1.58720 1.27659 0.59896
H -3.08575 -1.46672 0.51164
H 2.07434 -0.27042 -2.33344
H 0.19176 -0.15619 -0.65845
*
```

Values from the calculation:
calculated total energy	-363.002283	Eh
SMILES string	C1CO1.CNC=O
M	103.12	g/mol
energy relative to the best compared isomer or geometry (same formula, charge and spin)	2.2654	eV
LUMO level	1.01	eV


6.
Density functional theory data (ωB97M-V with the def2-TZVPD basis set) for one molecule with the formula C4H9NO2.

```
! RIJCOSX wB97M-V def2-TZVPD def2/J DEFGRID3
* xyz 0 1
O -1.89671 -1.66815 2.39225
O -1.07951 0.55760 -1.10571
N -0.28143 -0.46917 1.40494
C 1.13792 1.09926 -1.71656
C 0.18705 0.87639 -0.55816
C 0.67304 -0.25655 0.34852
C -1.00251 -1.50455 1.40571
H -1.74284 -0.87668 2.93627
H 1.21000 0.18869 -2.32102
H -1.68739 0.45036 -0.36158
H 0.77120 1.90640 -2.35552
H 1.62466 0.03053 0.81190
H 2.13706 1.36153 -1.35286
H -1.00409 -2.33198 0.68645
H 0.83831 -1.15785 -0.26317
H 0.11525 1.79418 0.04853
*
```

Values from the calculation:
calculated total energy	-363.037058	Eh
SMILES string	C[C@@H](O)C/N=C/O
M	103.12	g/mol
energy relative to the best compared isomer or geometry (same formula, charge and spin)	1.3191	eV
LUMO level	0.97	eV


7.
Density functional theory data (ωB97M-V with the def2-TZVPD basis set) for a 2-piece molecular cluster, C4H9NO2 overall.

```
! RIJCOSX wB97M-V def2-TZVPD def2/J DEFGRID3
* xyz 0 1
O 0.92937 -1.78035 0.53256
O 1.87349 -1.18206 -1.43179
N -0.66725 0.96023 -0.46378
C 1.07447 -1.90698 -0.65922
C -2.53478 0.99117 1.18020
C 2.53377 -0.09249 -0.77361
C -1.28884 0.46333 0.52783
H -1.13838 1.80968 -0.79066
H 1.78481 0.65292 -0.49477
H -2.87948 1.91904 0.71134
H 3.06293 -0.44855 0.11368
H -3.33761 0.24682 1.12358
H 3.23544 0.30784 -1.50547
H 0.56660 -2.66898 -1.26842
H -2.34864 1.17934 2.24399
H -0.86589 -0.45093 0.95452
*
```

Values from the calculation:
calculated total energy	-363.022515	Eh
SMILES string	[H]/N=C\C.COC=O
M	103.12	g/mol
energy relative to the best compared isomer or geometry (same formula, charge and spin)	1.7149	eV
LUMO level	1.05	eV


8.
Density functional theory data (ωB97M-V with the def2-TZVPD basis set) for one molecule with the formula C4H9NO2 in a non-equilibrium geometry.

```
! RIJCOSX wB97M-V def2-TZVPD def2/J DEFGRID3
* xyz 0 1
O -0.99221 -0.27464 1.01612
O 0.53736 1.49919 0.05291
N -0.88989 -1.16447 -1.52492
C 0.34383 -0.42554 1.44916
C 0.05512 -0.42842 -2.36301
C 1.05605 0.91076 1.22531
C -1.29644 -1.15270 -0.36904
H -1.91876 -1.64028 0.34311
H 0.42275 -0.73543 2.50614
H -0.41262 1.28186 0.13434
H 0.54026 0.37356 -1.80461
H 0.80191 -1.12963 -2.75835
H 0.81006 -1.21492 0.84677
H 2.13251 0.76418 1.09836
H 0.89119 1.57668 2.08551
H -0.48104 -0.02247 -3.23130
*
```

Values from the calculation:
calculated total energy	-362.940234	Eh
SMILES string	C/N=C\OCCO
M	103.12	g/mol
energy relative to the best compared isomer or geometry (same formula, charge and spin)	3.9538	eV
LUMO level	0.93	eV